{
  "formula": "C2H4N2O2",
  "method": "wB97M-V/def2-TZVPD",
  "elements": ["H", "N", "C", "O", "N", "C", "O", "H", "H", "H"],
  "coordinates": [[2.203716, -0.309193, -1.104260], [1.939326, -0.180975, -0.143924], [0.723986, -0.007421, 0.191354], [0.587978, 0.206950, 1.507898], [-0.436492, -0.001310, -0.567769], [-1.741921, 0.089179, -0.104091], [-2.696191, -0.016811, -0.836306], [1.578994, 0.168906, 1.632540], [-0.359226, -0.213466, -1.553385], [-1.800167, 0.264137, 0.977943]],
  "forces_ev_per_a": [[-0.368, -0.079, -0.382], [-0.098, 0.046, -0.430], [0.447, -0.119, -0.448], [0.372, 0.013, -0.121], [0.071, -0.137, -0.015], [-0.084, -0.012, -0.023], [0.491, 0.060, 0.300], [-0.912, 0.173, 1.073], [0.128, 0.047, 0.079], [-0.047, 0.008, -0.033]],
  "total_energy_ha": -338.60942,
  "fmax_ev_per_a": 1.42,
  "de_lowest_kcal_mol": 27.47,
  "e_homo_ev": -10.24,
  "homo_lumo_gap_ev": 10.9159,
  "smiles": "[H]/N=C(/O)NC=O"
}

***

{
  "formula": "C2H4N2O2S",
  "method": "wB97M-V/def2-TZVPD",
  "elements": ["O", "C", "O", "N", "C", "N", "S", "H", "H", "H", "H"],
  "coordinates": [[-2.193405, -0.405631, -0.747000], [-1.448710, -1.040389, -0.044568], [-0.701928, -0.549876, 0.994279], [-0.412766, 0.821068, 0.837423], [0.545782, 1.236671, -0.082738], [1.574506, 0.635788, -0.499571], [1.850355, -0.954438, 0.126756], [-1.202668, -2.091390, -0.167488], [-1.343080, 1.212583, 0.677922], [0.381706, 2.228233, -0.497259], [2.950213, -1.092618, -0.597760]],
  "forces_ev_per_a": [[0.949, -0.415, 0.895], [-0.457, 0.497, -0.832], [0.605, -0.191, -0.740], [-1.691, 0.841, 0.735], [0.000, -0.432, -0.638], [0.016, -0.726, 0.431], [0.129, 0.292, -0.245], [-0.264, -0.405, 0.186], [0.598, 0.582, 0.002], [-0.271, 0.083, 0.336], [0.386, -0.125, -0.128]],
  "total_energy_ha": -736.69861,
  "fmax_ev_per_a": 2.03,
  "de_lowest_kcal_mol": 66.70,
  "e_homo_ev": -8.88,
  "homo_lumo_gap_ev": 9.6117,
  "smiles": "O=CON/C=N\\S"
}

***

{
  "formula": "C2H4N2O2S",
  "method": "wB97M-V/def2-TZVPD",
  "elements": ["O", "C", "C", "N", "S", "N", "O", "H", "H", "H", "H"],
  "coordinates": [[0.585396, 1.522443, -0.116672], [-0.024871, 0.428924, -0.080876], [0.568397, -0.891667, -0.136436], [1.861072, -1.137974, 0.016360], [3.010931, 0.084127, -0.022314], [-1.353930, 0.442831, 0.239753], [-2.238297, -0.542464, -0.227156], [-0.058565, -1.679365, 0.002875], [2.143572, 1.101319, -0.044833], [-1.629199, 1.404590, -0.189531], [-2.864504, -0.732769, 0.558833]],
  "forces_ev_per_a": [[-1.633, -1.341, -0.148], [1.252, 0.467, 0.234], [4.441, 1.375, 0.725], [-1.835, 0.716, -0.758], [0.407, -1.159, 0.194], [-1.664, 3.729, -1.412], [-0.876, -0.692, 1.608], [-1.675, -2.295, 0.022], [0.091, 0.604, -0.131], [-0.168, -1.914, 1.385], [1.660, 0.510, -1.719]],
  "total_energy_ha": -736.67863,
  "fmax_ev_per_a": 4.71,
  "de_lowest_kcal_mol": 79.24,
  "e_homo_ev": -9.12,
  "homo_lumo_gap_ev": 8.6592,
  "smiles": "O=C(/C=N\\S)NO"
}

***

{
  "formula": "C2H4N2O2S",
  "method": "wB97M-V/def2-TZVPD",
  "elements": ["O", "C", "C", "N", "S", "N", "O", "H", "H", "H", "H"],
  "coordinates": [[-0.394102, -0.013531, -1.567818], [0.108715, -0.079819, -0.438272], [-0.296764, 0.758895, 0.601836], [-1.297664, 1.548897, 0.833628], [-2.776534, 1.430178, -0.198608], [1.030926, -1.171190, -0.230960], [2.161518, -1.068337, 0.715475], [0.375169, 0.972253, 1.420001], [-2.302352, 0.857598, -1.402076], [1.483069, -1.355469, -1.063243], [1.908019, -1.879477, 1.330037]],
  "forces_ev_per_a": [[0.841, -0.196, 1.404], [0.184, -2.685, -3.693], [-0.573, 3.496, 3.805], [-1.623, -1.908, -2.466], [1.788, 0.014, -0.240], [-0.301, 1.810, 2.432], [-2.735, -2.362, 1.267], [0.916, -0.635, 0.008], [-0.299, 0.519, 1.481], [0.743, -0.630, -2.345], [1.056, 2.578, -1.652]],
  "total_energy_ha": -736.66494,
  "fmax_ev_per_a": 5.20,
  "de_lowest_kcal_mol": 87.83,
  "e_homo_ev": -9.41,
  "homo_lumo_gap_ev": 8.6228,
  "smiles": "O=C(/C=N\\S)NO"
}

***

{
  "formula": "C2H4N2O3",
  "method": "wB97M-V/def2-TZVPD",
  "elements": ["C", "C", "N", "N", "O", "O", "O", "H", "H", "H", "H"],
  "coordinates": [[1.104431, 1.132663, -1.837103], [-0.372231, 0.067840, 0.654091], [-1.298924, -1.966449, 1.072773], [-0.910342, -0.826459, 1.473552], [2.317873, 1.315199, -1.652685], [-1.046274, -0.526919, 2.766548], [0.149572, 1.946165, -2.033854], [-0.037182, 0.941932, 1.212888], [-0.360840, -0.081272, -0.372116], [1.024188, -0.086025, -2.183645], [-0.941283, -1.951833, 0.115003]],
  "forces_ev_per_a": [[-0.146, -0.925, -2.869], [0.115, 1.179, 3.012], [-0.727, -2.503, -0.790], [0.635, 2.351, 1.640], [0.224, 0.740, 0.779], [0.022, -0.396, -1.107], [1.246, -1.572, 0.716], [-0.003, -0.096, -0.791], [0.004, -0.189, -1.366], [-1.003, 2.015, 0.861], [-0.365, -0.605, -0.085]],
  "total_energy_ha": -413.68166,
  "fmax_ev_per_a": 3.24,
  "de_lowest_kcal_mol": 10.86,
  "e_homo_ev": 0.91,
  "charge": -2,
  "homo_lumo_gap_ev": 6.2005
}

***

{
  "formula": "C2H4N2O3",
  "method": "wB97M-V/def2-TZVPD",
  "elements": ["C", "C", "H", "H", "H", "H", "N", "N", "O", "O", "O"],
  "coordinates": [[-0.208824, 0.025135, 0.080713], [0.989120, 0.256942, -1.480769], [-0.588159, -1.057647, 2.375779], [-1.540703, 1.376748, 1.242044], [1.845315, 0.251782, -0.650944], [0.997269, 0.575918, -2.565370], [-0.813629, 0.460342, 1.138187], [0.116512, -1.252024, -0.066870], [-1.482991, -0.417894, 2.155766], [0.649441, -1.129887, -1.513280], [0.036650, 0.910585, -0.715257]],
  "forces_ev_per_a": [[-2.250, -7.025, 4.086], [3.199, -2.536, -0.747], [-3.893, 2.299, -0.597], [3.359, -3.275, -1.309], [-0.186, 0.562, -2.703], [0.628, 0.230, 1.612], [-6.166, 4.002, 6.627], [0.483, 1.739, -1.915], [5.587, -2.047, -1.360], [-0.774, 1.320, 1.650], [0.013, 4.730, -5.344]],
  "total_energy_ha": -413.60989,
  "fmax_ev_per_a": 9.90,
  "de_lowest_kcal_mol": 176.83,
  "e_homo_ev": -8.96,
  "homo_lumo_gap_ev": 9.5057
}

***

{
  "formula": "C2H4N2O3",
  "method": "wB97M-V/def2-TZVPD",
  "elements": ["C", "N", "N", "O", "C", "O", "O", "H", "H", "H", "H"],
  "coordinates": [[-1.459681, -0.548864, 1.337103], [-1.228992, 0.175408, 0.335896], [0.034038, 0.151868, -0.550520], [0.056186, 1.321037, -1.315330], [1.162766, -0.288565, 0.026810], [1.369975, -1.019596, 0.932727], [2.140029, -0.186748, -1.146415], [-2.464638, -0.504845, 1.745432], [-0.746857, -1.217405, 1.814816], [-0.874235, 1.481078, -1.537120], [2.011410, 0.636633, -1.643400]],
  "forces_ev_per_a": [[1.119, -0.651, 0.073], [0.858, 1.303, -2.558], [-4.939, -0.039, 3.589], [0.293, -0.171, 0.430], [3.435, -0.743, -4.984], [-0.221, 0.601, 0.390], [-0.331, -0.021, 2.865], [0.008, 0.307, -0.052], [0.011, -0.039, -0.161], [0.010, -0.306, 0.111], [-0.243, -0.240, 0.297]],
  "total_energy_ha": -413.70703,
  "fmax_ev_per_a": 6.11,
  "de_lowest_kcal_mol": 115.88,
  "e_homo_ev": -10.12,
  "homo_lumo_gap_ev": 10.6992,
  "smiles": "C=NN(O)C(=O)O"
}

***

{
  "formula": "C2H4N2O3",
  "method": "wB97M-V/def2-TZVPD",
  "elements": ["O", "C", "N", "O", "C", "O", "N", "H", "H", "H", "H"],
  "coordinates": [[-0.854263, -2.204452, -0.935505], [-0.447281, -1.216874, -0.439192], [-0.612249, -0.604784, 0.805510], [-0.891068, 0.760380, 0.611905], [0.457599, 1.301255, 0.462926], [1.302069, 0.359662, -0.186381], [0.394166, -0.308170, -1.128160], [-1.475570, -1.083390, 1.254383], [0.365074, 2.328291, 0.109326], [0.867115, 1.215256, 1.476208], [0.894406, -0.547174, -2.031020]],
  "forces_ev_per_a": [[-1.153, -1.790, 0.084], [2.670, 2.921, -1.260], [-3.716, -2.909, 1.800], [1.511, 0.584, -0.490], [-0.300, -1.023, 2.389], [-2.014, 0.277, -2.008], [1.836, -0.091, -1.132], [1.791, 1.423, -0.653], [0.080, -0.321, -0.581], [0.166, 0.869, -0.040], [-0.870, 0.061, 1.892]],
  "total_energy_ha": -413.70510,
  "fmax_ev_per_a": 5.05,
  "de_lowest_kcal_mol": 117.09,
  "e_homo_ev": -9.68,
  "homo_lumo_gap_ev": 10.5139,
  "smiles": "O=C1NOCON1"
}

***

{
  "formula": "C2H4N2OP2",
  "method": "wB97M-V/def2-TZVPD",
  "elements": ["C", "C", "N", "N", "O", "P", "P", "H", "H", "H", "H"],
  "coordinates": [[-0.219025, -0.616680, -1.666215], [0.773314, -1.495396, -1.088112], [-0.158447, 0.595969, -1.191523], [1.345089, -1.022764, -0.053934], [-0.373322, 2.464537, 1.690981], [1.118541, 0.679432, -0.100322], [-0.239010, 0.813781, 1.706612], [-0.859360, -1.027874, -2.388004], [1.046526, -2.531380, -1.258465], [-1.223991, 2.698613, 1.935036], [0.778985, 0.684753, 2.613819]],
  "forces_ev_per_a": [[1.493, 1.058, 0.614], [-0.047, -1.224, 1.114], [-1.192, -0.597, -1.292], [1.865, 1.164, 0.873], [2.556, -0.778, -0.462], [-0.446, -0.538, 0.979], [-0.606, 0.056, -1.196], [-1.224, 0.249, -1.097], [-0.731, -0.166, -0.796], [-2.660, 0.863, 0.623], [0.992, -0.087, 0.639]],
  "total_energy_ha": -946.04865,
  "fmax_ev_per_a": 2.87,
  "de_lowest_kcal_mol": 0.00,
  "e_homo_ev": -9.06,
  "homo_lumo_gap_ev": 8.7567
}

***

{
  "formula": "C2H4N2OS",
  "method": "wB97M-V/def2-TZVPD",
  "elements": ["C", "C", "N", "N", "O", "S", "H", "H", "H", "H"],
  "coordinates": [[-0.493889, -0.575446, -1.002540], [-0.828958, -0.013257, 0.396300], [0.668142, -0.273948, -1.352019], [0.175689, 1.028947, 0.552262], [2.417595, -0.617095, 0.595825], [1.612978, 0.593888, -0.290174], [-1.162788, -1.134386, -1.723193], [-1.845096, 0.341087, 0.233575], [-0.669201, -0.773007, 1.171095], [0.125527, 1.423217, 1.418868]],
  "forces_ev_per_a": [[-0.200, -0.037, 1.017], [0.238, -0.549, -1.544], [1.153, -0.433, -2.390], [-0.590, -1.292, -3.116], [-2.966, 4.662, -3.407], [1.709, -4.511, 4.718], [0.692, 0.528, 1.219], [-0.129, 0.370, 0.997], [-0.721, -0.137, -0.211], [0.814, 1.398, 2.718]],
  "total_energy_ha": -661.44566,
  "fmax_ev_per_a": 6.75,
  "de_lowest_kcal_mol": 87.77,
  "e_homo_ev": -9.57,
  "homo_lumo_gap_ev": 9.8473
}